Here is a cluster of 3 separate species, C36H66Br2F3N4O7 in total from the Open Molecules 2025 dataset. Energies are from ωB97M-V/def2-TZVPD.

CARTESIAN COORDINATES (ANGSTROEM)
O  -0.958  3.393  1.678
C  -0.876  4.454  1.006
O  -0.322  4.383  -0.295
C  -0.410  5.645  -1.017
C  -1.544  5.688  -2.141
C  -1.240  4.722  -3.403
C  -1.816  3.232  -3.074
N  -1.304  2.175  -4.014
C  -2.523  1.426  -4.525
C  -2.189  -0.041  -5.078
C  -1.734  -0.923  -3.775
C  -0.886  -0.029  -2.700
C  -1.718  0.343  -1.385
C  -2.305  -0.916  -0.573
C  -3.886  -1.116  -0.712
N  -4.683  0.114  -0.462
C  -5.667  0.400  -1.539
C  -5.753  1.994  -1.829
C  -5.947  2.420  -3.325
C  -6.021  3.916  -3.733
C  -5.876  5.020  -2.653
C  -5.703  4.587  -1.159
C  -5.654  3.084  -0.737
O  -5.515  2.745  0.659
C  -0.246  1.271  -3.450
C  0.881  2.006  -2.575
C  2.384  1.534  -3.017
C  3.372  2.785  -2.981
F  3.250  3.425  -1.681
Br  5.284  2.213  -3.106
C  3.068  3.930  -4.077
F  2.531  5.134  -3.518
F  4.335  4.301  -4.654
Br  1.930  3.370  -5.595
H  -1.219  5.425  1.516
H  -0.554  6.475  -0.241
H  0.618  5.813  -1.510
H  -1.589  6.771  -2.540
H  -2.608  5.480  -1.738
H  -0.141  4.718  -3.710
H  -1.822  5.147  -4.305
H  -1.602  3.029  -1.967
H  -2.965  3.354  -3.143
H  -0.927  2.668  -4.854
H  -3.321  1.287  -3.701
H  -3.035  2.047  -5.348
H  -1.276  0.025  -5.783
H  -3.068  -0.510  -5.636
H  -2.692  -1.317  -3.284
H  -1.107  -1.793  -4.194
H  0.023  -0.683  -2.420
H  -1.059  0.931  -0.646
H  -2.601  0.996  -1.699
H  -1.746  -1.854  -0.906
H  -2.067  -0.778  0.548
H  -4.097  -1.635  -1.711
H  -4.198  -1.879  0.102
H  -4.089  0.922  -0.238
H  -6.705  -0.056  -1.367
H  -5.293  -0.051  -2.540
H  -6.053  1.606  -4.130
H  -6.185  4.135  -4.848
H  -5.917  6.127  -2.944
H  -5.607  5.454  -0.407
H  -6.148  1.986  0.758
H  0.307  0.822  -4.363
H  0.887  3.142  -2.651
H  0.774  1.635  -1.487
H  2.780  0.779  -2.241
H  2.407  0.996  -4.021
C  2.343  -5.063  2.797
O  2.526  -5.496  1.455
C  2.171  -6.863  1.237
C  0.875  -6.970  0.430
N  -0.281  -6.539  1.216
C  -1.495  -6.321  0.426
C  -1.449  -5.265  -0.691
O  -1.339  -3.922  -0.224
C  -0.019  -3.521  0.116
H  2.846  -4.102  2.911
H  1.285  -4.922  3.022
H  2.785  -5.772  3.504
H  2.111  -7.427  2.174
H  2.980  -7.301  0.643
H  0.729  -8.008  0.115
H  1.000  -6.355  -0.467
H  -0.055  -5.672  1.690
H  -2.276  -6.024  1.134
H  -1.810  -7.280  -0.004
H  -2.408  -5.314  -1.216
H  -0.686  -5.477  -1.447
H  0.737  -3.987  -0.522
H  0.178  -3.739  1.167
H  0.051  -2.438  -0.003
C  3.258  -0.403  4.011
O  3.764  -1.659  4.444
C  5.147  -1.857  4.139
C  6.004  -1.785  5.405
N  6.065  -0.422  5.932
C  6.603  -0.329  7.293
C  5.864  -1.078  8.415
O  4.583  -0.544  8.733
C  3.538  -0.956  7.868
H  2.170  -0.439  4.078
H  3.613  0.405  4.651
H  3.535  -0.205  2.970
H  5.502  -1.163  3.370
H  5.229  -2.869  3.729
H  7.018  -2.127  5.175
H  5.567  -2.476  6.133
H  5.132  -0.026  5.936
H  6.609  0.735  7.551
H  7.650  -0.654  7.277
H  6.463  -0.961  9.324
H  5.802  -2.157  8.238
H  3.674  -1.978  7.505
H  3.448  -0.258  7.032
H  2.598  -0.910  8.423

The calculation puts the electronic energy at -7604.0178 Eh. The charge is +1. The calculation puts the highest occupied orbital energy at -9.80 eV.

Here is the molecule C5H7NO from the Open Molecules 2025 dataset. Energies are from ωB97M-V/def2-TZVPD.

CARTESIAN COORDINATES (ANGSTROEM)
C  0.205  0.521  1.372
C  0.544  1.103  -0.956
C  0.322  -0.104  -0.033
N  1.416  -1.065  -0.119
C  -1.020  -0.649  -0.470
C  -1.500  0.178  -1.378
O  -0.564  1.224  -1.648
H  1.141  1.024  1.633
H  -0.607  1.255  1.422
H  -0.003  -0.265  2.108
H  1.810  -1.241  0.800
H  2.160  -0.677  -0.692
H  -1.494  -1.540  -0.082
H  -2.410  0.237  -1.958

The calculation puts the electronic energy at -324.5967 Eh. As for the energy above the lowest of the compared OMol25 structures with the same formula, charge and spin: 3.477 eV. The charge is 0. The calculation puts the highest occupied orbital energy at -8.85 eV.